(1)
The following is a quantum chemistry calculation of a 2-piece molecular cluster, C4H8N2O overall, from the OMol25 dataset.

Each line ends with the natural charge from an NBO analysis.
Element x y z (Å)
C 1.185 1.748 -0.316  -0.54
C 0.490 0.904 -1.062  0.18
C -0.742 0.415 -1.658  -0.29
N 0.605 -0.156 -1.950  -0.58
C -0.625 -1.062 1.280  0.25
O 0.451 -0.469 1.824  -0.73
N -1.047 -1.989 2.144  -0.82
H 2.272 1.733 -0.311  0.22
H 0.674 2.497 0.285  0.22
H 0.755 0.191 1.176  0.51
H -1.388 -0.254 -1.090  0.24
H -1.207 1.063 -2.403  0.19
H 1.002 0.104 -2.847  0.37
H -1.846 -2.554 1.898  0.40
H -0.579 -2.171 3.030  0.38

Summary:
* frontier orbital gap: 0.3564 Ha
* ΔE to the lowest compared entry with this formula, charge and spin: 4.346 eV
* LUMO: 1.2 eV
* electronic energy: -9302.0468 eV

(2)
The following is a quantum chemistry calculation of C25H34CaCl2GeNO7S as an isolated structure, from the OMol25 dataset.

Each line ends with the Löwdin spin population.
Element x y z (Å)
Ca -0.114 -0.188 -0.381  0.00
C -2.435 -2.064 3.643  0.00
C -1.105 -2.179 2.905  0.00
C -0.039 -1.428 3.697  0.02
C -0.718 -3.653 2.771  0.00
O -1.159 -1.638 1.586  0.00
Ge -2.714 -0.921 0.814  0.00
O -1.905 -1.364 -0.876  0.00
C -2.407 -2.269 -1.852  0.00
C -1.245 -3.183 -2.239  0.00
C -3.560 -3.103 -1.303  0.00
C -2.866 -1.448 -3.055  0.00
O -1.758 0.776 0.655  0.00
C -2.315 2.062 0.891  0.00
C -1.456 3.057 0.114  0.00
C -2.241 2.344 2.390  0.00
C -3.758 2.134 0.403  0.00
H -2.336 -2.494 4.640  0.00
H -3.230 -2.598 3.121  0.00
H -2.736 -1.021 3.754  0.00
H -0.015 -1.766 4.734  0.00
H -0.240 -0.356 3.683  0.00
H 0.944 -1.602 3.263  0.02
H -0.570 -4.117 3.746  0.00
H 0.207 -3.736 2.200  0.00
H -1.498 -4.200 2.240  0.00
H -0.880 -3.714 -1.359  0.00
H -0.427 -2.595 -2.664  0.00
H -1.550 -3.916 -2.987  0.00
H -3.244 -3.668 -0.424  0.00
H -3.901 -3.812 -2.059  0.00
H -4.405 -2.473 -1.024  0.00
H -2.054 -0.806 -3.398  0.00
H -3.708 -0.814 -2.776  0.00
H -3.176 -2.093 -3.878  0.00
H -0.422 3.018 0.463  0.00
H -1.817 4.078 0.250  0.00
H -1.475 2.822 -0.951  0.00
H -1.207 2.277 2.732  0.00
H -2.834 1.612 2.941  0.00
H -2.621 3.339 2.625  0.00
H -3.815 1.853 -0.649  0.00
H -4.140 3.150 0.508  0.00
H -4.404 1.468 0.974  0.00
Cl 1.799 -2.370 -0.392  0.02
C 3.266 -2.377 0.535  0.08
C 4.149 -3.405 0.272  -0.01
C 5.346 -3.469 0.974  0.10
C 5.654 -2.511 1.925  -0.02
C 4.764 -1.483 2.174  0.08
Cl 5.191 -0.316 3.366  0.02
C 3.526 -1.371 1.496  0.05
S 2.447 -0.099 1.832  0.61
H 3.903 -4.143 -0.475  0.00
H 6.041 -4.271 0.775  0.01
H 6.581 -2.553 2.475  0.00
O 0.188 0.945 -2.336  0.00
C 1.178 1.481 -1.791  0.00
O 1.725 1.003 -0.763  0.03
C 1.709 2.779 -2.331  0.00
C 2.687 3.471 -1.625  0.00
C 3.163 4.680 -2.101  0.00
C 2.644 5.164 -3.290  0.00
C 1.673 4.494 -4.017  0.00
C 1.203 3.290 -3.521  0.00
N 3.147 6.447 -3.805  0.00
O 3.963 7.042 -3.131  0.00
O 2.682 6.855 -4.850  0.00
H 3.065 3.049 -0.705  0.00
H 3.916 5.245 -1.575  0.00
H 1.304 4.917 -4.939  0.00
H 0.437 2.734 -4.044  0.00

Summary:
* frontier orbital gap (spin up / spin down): 0.2864 / 0.2073 Ha
* ΔE to the lowest compared entry with this formula, charge and spin: 0.531 eV
* LUMO (spin up / spin down): -0.5 / -2.6 eV
* electronic energy: -153137.2904 eV
* multiplicity: 2
* expectation value of S²: 0.776

(3)
The following is a quantum chemistry calculation of C13H19BeF12NO17S5 as an isolated structure, from the OMol25 dataset.

Each line ends with the natural charge from an NBO analysis.
Element x y z (Å)
Be 0.140 -0.414 0.747  1.70
C 4.376 -3.906 2.314  0.69
F 5.049 -3.125 3.199  -0.36
F 4.947 -3.792 1.111  -0.34
F 4.507 -5.208 2.620  -0.35
S 2.446 -3.525 2.416  2.33
O 2.163 -3.815 3.791  -0.97
O 2.173 -2.170 1.940  -1.01
O 1.922 -4.479 1.439  -0.95
C -4.733 1.331 0.699  0.70
F -4.956 0.547 -0.346  -0.31
F -4.173 2.515 0.340  -0.35
F -5.905 1.489 1.320  -0.34
S -3.544 0.425 1.876  2.33
O -3.333 1.269 3.064  -1.01
O -4.224 -0.819 2.106  -0.93
O -2.289 0.228 1.121  -1.05
C -1.233 0.285 5.548  0.70
F -2.550 0.259 5.780  -0.33
F -0.907 1.501 5.108  -0.33
F -0.619 0.108 6.741  -0.36
S -0.747 -1.096 4.314  2.32
O -1.931 -1.779 3.881  -0.93
O -0.110 -0.312 3.242  -1.06
O 0.101 -2.022 5.051  -0.96
C -3.294 -2.328 -1.410  0.72
F -2.666 -1.196 -1.736  -0.32
F -4.552 -2.076 -1.018  -0.34
F -3.388 -3.165 -2.435  -0.33
S -2.367 -3.149 0.043  2.32
O -3.347 -3.234 1.095  -0.98
O -1.922 -4.489 -0.397  -0.97
O -1.220 -2.301 0.377  -1.05
S 0.937 -2.517 -2.107  2.63
O -0.158 -2.289 -3.079  -1.13
O 2.167 -2.263 -2.886  -1.13
O 0.881 -1.457 -1.076  -1.22
O 0.890 -3.850 -1.549  -1.01
C 2.891 1.137 -0.005  -0.62
C 2.118 1.838 -1.101  0.09
C 2.467 1.036 -2.378  -0.45
C 1.691 1.473 -3.611  -0.40
C 0.183 1.317 -3.328  -0.43
C -0.243 2.144 -2.043  0.12
N 0.678 1.720 -0.942  -0.19
O 0.234 2.280 0.285  -0.58
C -0.287 3.667 -2.385  -0.66
C -1.622 1.628 -1.646  -0.64
C 2.703 3.255 -1.163  -0.64
H 3.854 0.774 -0.370  0.22
H 2.504 0.185 0.390  0.24
H 3.102 1.691 0.914  0.20
H 3.547 1.121 -2.526  0.18
H 2.267 -0.032 -2.235  0.34
H 2.011 0.844 -4.445  0.22
H 1.919 2.499 -3.933  0.14
H 0.084 0.263 -3.050  0.31
H -0.325 1.636 -4.239  0.18
H 0.697 4.035 -2.661  0.20
H -1.018 3.871 -3.166  0.21
H -0.716 4.126 -1.487  0.18
H -1.467 0.568 -1.436  0.28
H -2.088 2.062 -0.762  0.23
H -2.323 1.660 -2.484  0.20
H 2.189 3.842 -0.397  0.20
H 2.631 3.682 -2.164  0.19
H 3.761 3.303 -0.900  0.20
H 0.029 3.190 0.026  0.44

Summary:
* frontier orbital gap: 0.1412 Ha
* total charge: -4
* LUMO: 7.1 eV
* electronic energy: -137265.6399 eV

(4)
The following is a quantum chemistry calculation of C63H46CaNO3P3SiTe as an isolated structure, from the OMol25 dataset.

Each line ends with the Mulliken charge.
Element x y z (Å)
Ca -0.017 0.042 -0.779  0.89
C -2.834 6.877 1.301  -0.53
C -2.611 5.833 2.192  -0.65
C -2.102 4.628 1.740  -0.41
C -1.816 4.447 0.384  0.45
C -2.048 5.492 -0.505  -0.49
C -2.553 6.702 -0.044  -0.59
P -1.116 2.826 -0.048  1.60
C -1.013 2.764 -1.879  0.58
C -1.595 1.758 -2.653  -0.33
C -1.211 1.569 -3.980  -0.60
C -0.277 2.407 -4.561  -0.80
C 0.298 3.424 -3.805  -0.49
C -0.047 3.587 -2.478  -0.81
C -2.456 1.676 0.395  0.66
C -3.659 1.899 -0.305  -0.58
C -4.794 1.164 -0.069  -1.32
C -4.734 0.207 0.940  -0.86
C -3.568 0.017 1.648  -0.58
C -2.346 0.706 1.419  1.10
Si -1.221 0.261 3.099  -2.08
C -1.885 -1.558 3.472  0.04
C -2.137 -1.640 4.849  -0.33
C -2.470 -2.818 5.506  -0.85
C -2.620 -3.977 4.767  -1.22
C -2.441 -3.917 3.390  -0.56
C -2.059 -2.748 2.731  1.55
P -1.897 -2.859 0.884  2.53
C -3.660 -3.557 0.614  0.92
C -3.967 -4.267 -0.551  -0.56
C -5.270 -4.610 -0.888  -0.81
C -6.326 -4.250 -0.065  -0.63
C -6.054 -3.531 1.091  -0.90
C -4.749 -3.188 1.413  -0.58
C -1.011 -4.310 0.180  0.09
C -0.811 -5.530 0.820  -0.47
C -0.052 -6.529 0.229  -0.79
C 0.530 -6.327 -1.013  -0.60
C 0.343 -5.117 -1.660  -0.58
C -0.420 -4.121 -1.068  0.53
C 0.707 -0.249 3.095  0.35
C 1.027 -1.495 3.676  0.06
C 2.321 -1.894 3.936  -0.52
C 3.399 -1.067 3.632  -1.01
C 3.128 0.173 3.098  0.15
C 1.810 0.575 2.852  0.13
P 1.419 2.229 2.249  1.77
C 2.708 2.616 1.017  0.27
C 3.009 3.943 0.693  -0.71
C 3.860 4.236 -0.361  -0.61
C 4.420 3.211 -1.117  -0.67
C 4.115 1.893 -0.817  -0.77
C 3.265 1.597 0.242  -0.20
C 1.910 3.300 3.665  0.30
C 3.233 3.608 3.988  -0.26
C 3.531 4.389 5.094  -0.71
C 2.507 4.868 5.903  -0.48
C 1.191 4.556 5.602  -0.60
C 0.895 3.780 4.487  -0.33
H -3.230 7.820 1.658  0.35
H -2.833 5.955 3.246  0.43
H -1.940 3.809 2.436  0.23
H -1.841 5.362 -1.560  0.32
H -2.732 7.508 -0.747  0.41
H -2.331 1.086 -2.220  0.21
H -1.639 0.746 -4.538  0.41
H 0.038 2.246 -5.585  0.37
H 1.066 4.051 -4.240  0.35
H 0.486 4.314 -1.874  0.45
H -3.680 2.681 -1.058  0.52
H -5.698 1.331 -0.642  0.38
H -5.598 -0.402 1.177  0.38
H -3.612 -0.707 2.446  0.64
H -2.029 -0.732 5.436  0.26
H -2.617 -2.816 6.581  0.36
H -2.900 -4.914 5.234  0.35
H -2.661 -4.804 2.812  0.48
H -3.170 -4.563 -1.221  0.26
H -5.455 -5.163 -1.802  0.40
H -7.345 -4.519 -0.321  0.35
H -6.862 -3.234 1.753  0.43
H -4.577 -2.628 2.325  0.45
H -1.209 -5.704 1.810  0.15
H 0.118 -7.457 0.765  0.36
H 1.156 -7.093 -1.455  0.35
H 0.830 -4.916 -2.607  0.41
H -0.499 -3.167 -1.576  0.11
H 0.249 -2.213 3.886  0.03
H 2.497 -2.888 4.331  0.25
H 4.419 -1.399 3.784  0.34
H 3.942 0.845 2.846  0.30
H 2.574 4.752 1.268  0.43
H 4.083 5.271 -0.597  0.38
H 5.073 3.443 -1.950  0.37
H 4.500 1.075 -1.413  0.57
H 3.036 0.554 0.449  0.04
H 4.034 3.233 3.362  0.27
H 4.564 4.618 5.329  0.39
H 2.738 5.476 6.770  0.35
H 0.385 4.911 6.235  0.41
H -0.131 3.507 4.269  0.19
O -3.129 -1.516 -1.419  -0.43
C -2.133 -1.360 -0.823  -0.82
O -0.126 -2.133 1.232  -0.67
C 1.055 -2.377 0.632  -1.36
N 1.452 -1.540 -0.375  1.18
C 2.618 -1.973 -0.901  -0.99
O 3.224 -1.291 -1.905  -1.02
C 3.043 -3.110 -0.216  -0.37
C 4.166 -3.969 -0.303  -0.53
C 4.287 -5.012 0.572  -0.72
C 3.291 -5.255 1.578  -1.00
C 2.185 -4.461 1.679  0.40
C 2.020 -3.365 0.796  1.36
H 4.923 -3.795 -1.063  0.48
H 5.149 -5.670 0.512  0.33
H 3.422 -6.090 2.260  0.40
H 1.430 -4.657 2.437  0.50
Te 2.017 -0.163 -3.112  -0.27

Summary:
* frontier orbital gap: 0.1481 Ha
* ΔE to the lowest compared entry with this formula, charge and spin: 1.605 eV
* total charge: -2
* LUMO: 3.8 eV
* electronic energy: -135186.7801 eV